DFT (wB97M-V/def2-TZVPD) results for a 12-piece molecular cluster, C78H173N7O12 overall in a non-equilibrium geometry.

Structure (XYZ):
```
270
Properties=species:S:1:pos:R:3:lowdin_charge:R:1
C 3.243 0.343 5.326 -0.059
C 3.566 -0.308 3.980 -0.476
C 2.293 -0.706 3.229 -0.038
O 4.373 0.590 3.203 -0.060
H 4.093 0.939 5.658 0.086
H 2.972 -0.455 6.017 0.078
H 2.386 1.002 5.189 0.063
H 4.181 -1.120 4.370 0.130
H 1.537 -1.133 3.889 0.062
H 2.619 -1.444 2.497 0.069
H 1.912 0.201 2.761 0.074
H 4.571 0.166 2.365 0.013
C -1.814 6.265 0.097 -0.030
C -1.116 5.774 -1.171 -0.510
C -1.981 4.862 -2.121 -0.029
O -0.837 6.878 -1.940 -0.050
H -1.247 7.098 0.513 0.071
H -1.896 5.465 0.833 0.071
H -2.741 6.663 -0.315 0.093
H -0.158 5.306 -0.942 0.114
H -2.591 5.455 -2.801 0.084
H -2.678 4.165 -1.655 0.070
H -1.298 4.281 -2.741 0.042
H 0.004 6.658 -2.347 0.043
C 3.769 -1.226 -0.983 -0.013
C 5.022 -0.575 -0.151 -0.416
C 5.033 0.907 -0.120 -0.064
O 5.052 -1.117 1.180 -0.062
H 2.869 -0.761 -0.580 0.053
H 3.667 -2.275 -0.706 0.071
H 3.729 -1.162 -2.071 0.035
H 5.914 -0.966 -0.642 0.132
H 5.109 1.240 -1.155 0.071
H 5.964 1.240 0.337 0.097
H 4.214 1.370 0.431 0.085
H 5.395 -2.014 1.159 0.111
C 0.493 -5.673 2.766 -0.052
C 0.918 -5.975 4.187 -0.540
C 0.441 -4.885 5.179 -0.038
O 0.287 -7.111 4.547 -0.025
H 1.191 -4.928 2.384 0.083
H -0.518 -5.280 2.661 0.058
H 0.631 -6.553 2.138 0.066
H 2.006 -6.025 4.248 0.134
H -0.635 -4.839 5.012 0.062
H 0.871 -3.937 4.857 0.066
H 0.646 -5.097 6.228 0.081
H 0.562 -7.429 5.410 0.106
C -0.542 -6.761 -0.188 -0.072
C -0.973 -7.080 -1.619 -0.449
C -0.893 -5.839 -2.482 -0.060
O 0.000 -8.031 -2.065 -0.059
H 0.523 -6.948 -0.051 0.084
H -1.164 -7.262 0.554 0.081
H -0.584 -5.758 0.238 0.046
H -1.962 -7.539 -1.629 0.137
H 0.068 -5.325 -2.454 0.074
H -1.600 -5.129 -2.054 0.067
H -1.104 -6.049 -3.531 0.072
H 0.135 -8.716 -1.406 0.085
C 0.070 5.980 3.125 -0.008
C 1.619 6.222 2.914 -0.461
C 1.721 7.306 1.848 -0.161
C 1.430 8.707 2.379 -0.166
C 2.375 8.980 3.564 -0.162
C 2.338 7.941 4.682 -0.474
N 2.375 6.574 4.132 -0.141
O 2.277 5.656 5.109 0.008
C 3.602 8.281 5.499 -0.040
C 1.030 8.261 5.534 0.004
C 2.272 4.936 2.358 -0.031
H -0.437 6.922 3.331 0.067
H -0.066 5.328 3.988 0.082
H -0.347 5.532 2.223 0.045
H 2.724 7.278 1.421 0.108
H 1.138 7.238 0.930 0.101
H 0.386 8.818 2.672 0.106
H 1.628 9.447 1.604 0.110
H 2.149 9.960 3.985 0.117
H 3.385 9.074 3.164 0.112
H 3.561 9.228 6.035 0.093
H 3.726 7.496 6.245 0.073
H 4.529 8.207 4.929 0.081
H 0.249 7.621 5.124 0.057
H 1.273 8.031 6.571 0.080
H 0.656 9.278 5.412 0.080
H 3.325 5.083 2.119 0.082
H 1.744 4.495 1.513 0.055
H 2.271 4.168 3.132 0.078
H 3.190 5.364 5.161 0.117
C -2.535 -2.681 -6.834 -0.020
C -3.913 -3.476 -6.840 -0.463
C -3.620 -4.832 -6.210 -0.151
C -3.492 -4.743 -4.692 -0.196
C -4.758 -4.114 -4.136 -0.123
C -5.185 -2.745 -4.780 -0.473
N -5.051 -2.801 -6.229 -0.134
O -5.468 -1.659 -6.891 0.007
C -6.644 -2.546 -4.444 -0.049
C -4.338 -1.612 -4.067 -0.024
C -4.319 -3.850 -8.330 -0.032
H -1.795 -2.982 -7.576 0.074
H -2.103 -2.835 -5.845 0.050
H -2.513 -1.608 -7.024 0.072
H -4.401 -5.507 -6.560 0.124
H -2.672 -5.268 -6.524 0.124
H -2.621 -4.257 -4.253 0.087
H -3.351 -5.771 -4.356 0.105
H -4.622 -4.020 -3.059 0.113
H -5.594 -4.805 -4.239 0.115
H -7.230 -3.391 -4.804 0.085
H -6.876 -2.461 -3.383 0.090
H -7.122 -1.719 -4.970 0.080
H -4.538 -1.528 -2.999 0.064
H -3.255 -1.717 -4.125 0.055
H -4.545 -0.635 -4.505 0.077
H -5.311 -4.277 -8.476 0.084
H -3.514 -4.441 -8.766 0.080
H -4.246 -2.908 -8.873 0.070
H -6.301 -1.977 -7.247 0.109
C -4.662 -5.870 2.132 -0.025
C -4.242 -5.175 3.482 -0.462
C -3.231 -4.052 3.113 -0.128
C -3.901 -2.838 2.457 -0.164
C -5.031 -2.291 3.406 -0.127
C -6.101 -3.320 3.710 -0.481
N -5.520 -4.657 4.125 -0.098
O -6.531 -5.617 4.390 -0.019
C -6.975 -2.765 4.872 -0.037
C -7.055 -3.435 2.478 -0.026
C -3.563 -6.219 4.391 -0.031
H -4.864 -5.192 1.302 0.062
H -5.523 -6.497 2.362 0.080
H -3.809 -6.508 1.898 0.067
H -2.796 -3.697 4.048 0.111
H -2.498 -4.492 2.436 0.098
H -4.395 -3.029 1.504 0.091
H -3.104 -2.155 2.160 0.077
H -5.473 -1.475 2.835 0.115
H -4.527 -1.801 4.239 0.093
H -6.414 -2.635 5.797 0.079
H -7.418 -1.845 4.490 0.084
H -7.743 -3.481 5.166 0.073
H -7.903 -4.085 2.698 0.083
H -7.380 -2.447 2.153 0.081
H -6.512 -3.900 1.655 0.058
H -2.688 -6.569 3.842 0.075
H -4.180 -7.083 4.635 0.080
H -3.433 -5.728 5.355 0.085
H -6.498 -5.675 5.348 0.102
C -2.153 2.484 5.381 -0.033
C -2.715 1.250 6.111 -0.482
C -2.482 0.055 5.248 -0.139
C -1.013 -0.453 5.228 -0.195
C -0.457 -0.681 6.614 -0.124
C -0.737 0.521 7.581 -0.468
N -2.093 1.059 7.464 -0.128
O -2.396 2.003 8.438 0.004
C -0.567 -0.053 8.952 -0.059
C 0.383 1.647 7.355 -0.007
C -4.250 1.413 6.363 -0.026
H -2.075 3.343 6.048 0.086
H -2.830 2.923 4.648 0.080
H -1.185 2.276 4.926 0.057
H -3.086 -0.775 5.616 0.110
H -2.735 0.239 4.204 0.120
H -0.431 0.166 4.544 0.085
H -0.954 -1.425 4.737 0.093
H 0.609 -0.894 6.542 0.104
H -0.979 -1.604 6.866 0.122
H -1.523 -0.433 9.311 0.087
H 0.196 -0.805 9.156 0.091
H -0.391 0.759 9.657 0.079
H 1.387 1.224 7.387 0.061
H 0.328 2.018 6.332 0.050
H 0.343 2.484 8.053 0.081
H -4.683 0.628 6.983 0.084
H -4.821 1.508 5.439 0.080
H -4.437 2.374 6.841 0.075
H -3.016 1.509 8.980 0.106
C 3.301 7.054 -2.335 0.025
C 3.212 6.366 -3.671 -0.456
C 4.568 6.157 -4.303 -0.162
C 5.376 5.028 -3.675 -0.146
C 4.556 3.713 -3.790 -0.094
C 3.102 3.772 -3.202 -0.396
N 2.504 5.089 -3.557 0.098
O 1.142 5.179 -3.389 0.088
C 2.217 2.625 -3.774 0.002
C 3.198 3.564 -1.687 0.011
C 2.518 7.215 -4.824 0.002
H 3.888 6.449 -1.643 0.092
H 2.322 7.163 -1.868 0.089
H 3.696 8.064 -2.441 0.119
H 4.403 5.848 -5.336 0.126
H 5.129 7.090 -4.357 0.143
H 5.553 5.314 -2.638 0.110
H 6.343 5.091 -4.174 0.128
H 5.156 2.947 -3.299 0.119
H 4.557 3.414 -4.838 0.124
H 2.612 1.646 -3.504 0.100
H 1.225 2.734 -3.336 0.067
H 2.146 2.635 -4.862 0.099
H 4.215 3.500 -1.300 0.090
H 2.651 4.270 -1.062 0.088
H 2.709 2.622 -1.442 0.073
H 3.097 8.030 -5.258 0.103
H 1.552 7.592 -4.489 0.087
H 2.337 6.720 -5.778 0.092
H 0.817 4.843 -4.227 0.154
C 2.479 -2.737 -4.239 -0.054
C 3.332 -2.327 -5.455 -0.450
C 4.508 -1.499 -4.813 -0.129
C 5.679 -1.264 -5.843 -0.172
C 6.224 -2.570 -6.427 -0.138
C 5.103 -3.394 -7.108 -0.495
N 3.938 -3.509 -6.151 -0.089
O 2.916 -4.369 -6.598 -0.011
C 4.764 -2.796 -8.474 -0.044
C 5.689 -4.755 -7.454 -0.051
C 2.429 -1.410 -6.362 -0.010
H 1.640 -3.374 -4.522 0.078
H 2.112 -1.831 -3.756 0.052
H 2.956 -3.346 -3.471 0.086
H 4.192 -0.502 -4.507 0.089
H 4.952 -1.869 -3.889 0.102
H 6.485 -0.808 -5.268 0.103
H 5.368 -0.658 -6.694 0.096
H 6.660 -3.196 -5.648 0.116
H 7.009 -2.245 -7.110 0.124
H 4.688 -1.709 -8.472 0.063
H 5.544 -3.044 -9.194 0.081
H 3.861 -3.232 -8.902 0.091
H 4.938 -5.461 -7.810 0.085
H 6.503 -4.705 -8.178 0.090
H 6.098 -5.195 -6.544 0.082
H 2.057 -0.526 -5.845 0.066
H 1.570 -1.967 -6.736 0.081
H 3.011 -1.074 -7.220 0.060
H 3.010 -4.998 -5.880 0.107
C -0.133 1.953 1.157 -0.024
C -0.850 1.032 0.137 -0.466
C -0.218 1.353 -1.233 -0.170
C -0.622 0.516 -2.402 -0.161
C -0.212 -0.959 -2.093 -0.110
C -0.700 -1.505 -0.718 -0.417
N -0.459 -0.386 0.344 -0.066
O -0.931 -0.808 1.629 -0.041
C -2.219 -1.886 -0.919 -0.006
C 0.105 -2.676 -0.248 -0.033
C -2.402 1.236 0.209 0.003
H -0.544 1.877 2.164 0.077
H -0.165 3.012 0.902 0.063
H 0.926 1.721 1.274 0.068
H -0.518 2.366 -1.503 0.097
H 0.855 1.356 -1.043 0.099
H -0.320 0.850 -3.394 0.101
H -1.705 0.588 -2.506 0.101
H 0.855 -1.111 -2.260 0.081
H -0.659 -1.596 -2.856 0.110
H -2.819 -1.848 -0.009 0.062
H -2.781 -1.319 -1.661 0.045
H -2.304 -2.888 -1.339 0.070
H -0.339 -3.220 0.586 0.078
H 0.199 -3.484 -0.973 0.071
H 1.119 -2.332 -0.045 0.073
H -2.758 0.891 1.180 0.080
H -2.882 0.886 -0.705 0.070
H -2.643 2.298 0.242 0.067
H -0.149 -1.191 2.036 0.069
```

Computed properties:
HOMO energy (spin up / spin down) = -9.09 / -9.09 eV
Lowest unoccupied orbital energy (spin up / spin down) = -0.0958 / -0.2437 Ha
Calculated total energy = -4361.14950 hartree
Charge = +1
2S+1 = 2

DFT (wB97M-V/def2-TZVPD) results for C3H5NS3 as an isolated structure in a non-equilibrium geometry.

Structure (XYZ):
```
12
Properties=species:S:1:pos:R:3:nbo_charge:R:1
C -1.773 0.398 -1.226 -0.438
C -0.945 1.342 -0.768 -0.369
C 0.552 -0.640 -1.209 -0.758
N 1.278 -0.442 2.101 -0.975
S -0.974 -1.038 -1.673 0.530
S 0.807 0.936 -0.714 0.484
S 1.033 -1.967 1.354 -0.047
H -2.871 0.604 -1.382 0.271
H -1.095 2.331 -0.439 0.234
H 1.512 -1.279 -1.175 0.319
H 2.056 -0.249 2.743 0.381
H 0.419 0.003 2.389 0.368
```

Computed properties:
HOMO energy (spin up / spin down) = -6.06 / -7.38 eV
Lowest unoccupied orbital energy (spin up / spin down) = -0.0148 / 0.0105 Ha
Energy above the lowest of the compared OMol25 structures with the same formula, charge and spin = 2.712 eV
Calculated total energy = -1366.51426 hartree
2S+1 = 1